[1]
The following is a quantum chemistry calculation of a molecular structure, C41H34F3N4O2ReSSb at a distorted geometry, from the Open Molecules 2025 dataset.

Properties
**2S+1**: 4
**Molecular weight**: 1011.8 g/mol
**Charge**: +2
**Maximum force**: 3.95 eV/A
**LUMO level (spin up / spin down)**: -5.93 / -7.44 eV

Structure (XYZ):
```
87
C41H34F3N4O2ReSSb, DFT ωB97M-V with the def2-TZVPD basis set
Re 0.094 -1.159 -0.605
O 0.207 0.719 -1.125
C -0.406 1.306 -2.252
C -0.087 2.643 -2.540
C -0.622 3.229 -3.621
C -1.496 2.500 -4.488
C -1.823 1.174 -4.244
C -1.361 0.614 -3.018
C -1.738 -0.755 -2.804
N -1.208 -1.646 -1.957
C -1.473 -3.113 -2.176
C -1.093 -3.855 -0.955
N 0.043 -3.146 -0.246
C 0.822 -3.807 0.558
C 1.950 -3.312 1.182
C 2.599 -4.257 2.105
C 3.766 -3.854 2.720
C 4.362 -2.631 2.326
C 3.696 -1.650 1.627
C 2.511 -1.984 0.957
O 1.875 -0.991 0.268
H 0.561 3.218 -1.905
H -0.254 4.254 -3.836
H -1.990 2.966 -5.326
H -2.629 0.618 -4.852
H -2.521 -1.040 -3.506
H -0.836 -3.358 -3.012
H -2.567 -3.232 -2.433
H -0.878 -4.908 -1.163
H -1.999 -3.898 -0.330
H 0.714 -4.902 0.679
H 1.991 -5.171 2.367
H 4.271 -4.450 3.481
H 5.366 -2.385 2.679
H 4.046 -0.633 1.536
N 2.864 0.212 -4.283
C 2.669 -0.125 -2.998
S 1.701 -1.518 -2.737
N 3.270 0.564 -2.040
C 4.078 1.721 -2.182
C 3.614 2.915 -1.645
C 4.374 4.072 -1.878
C 5.435 4.069 -2.773
C 5.985 2.858 -3.167
C 5.355 1.656 -2.809
H 2.466 -0.414 -4.971
H 3.514 0.890 -4.639
H 3.116 0.294 -1.043
H 2.608 2.974 -1.224
H 4.065 5.072 -1.478
H 5.769 4.995 -3.250
H 6.897 2.905 -3.730
H 5.739 0.692 -3.184
F -1.222 5.695 3.053
C -1.341 4.363 2.653
C -2.522 3.691 2.872
C -2.660 2.349 2.480
C -1.609 1.734 1.842
C -0.433 2.450 1.514
C -0.259 3.712 2.102
Sb -1.712 -0.331 1.239
C -1.215 -0.953 3.337
C -2.132 -1.724 4.019
C -1.810 -2.178 5.320
C -0.621 -1.741 5.882
F -0.292 -2.024 7.169
C 0.198 -0.792 5.250
C -0.052 -0.487 3.919
C -3.847 -0.675 0.710
C -4.652 -1.761 1.190
C -6.028 -1.789 0.892
C -6.538 -0.752 0.075
F -7.887 -0.725 -0.166
C -5.761 0.288 -0.410
C -4.405 0.421 0.042
H -3.390 4.188 3.351
H -3.575 1.779 2.602
H 0.331 2.030 0.882
H 0.675 4.266 1.886
H -3.118 -1.940 3.568
H -2.468 -2.845 5.874
H 1.093 -0.374 5.711
H 0.653 0.094 3.392
H -4.307 -2.574 1.862
H -6.605 -2.615 1.299
H -6.114 1.026 -1.137
H -3.793 1.260 -0.339
```

[2]
The following is a quantum chemistry calculation of 7 unconnected molecules or ions with the total composition C41H34O28S at a distorted geometry, from the Open Molecules 2025 dataset.

Properties
**Molecular weight**: 1006.8 g/mol
**Structure (SMILES)**: O=C1C=C(O)C(=O)C=C1O.O=C1C=C(O)C(=O)C=C1O.O=C1C=C(O)C(=O)C=C1O.O=C1C=C(O)C(=O)C=C1O.O=C1C=C(O)C(=O)C=C1O.O=C1C=C(O)C(=O)C=C1O.O=C(OS)OCCCCO
**Maximum force**: 5.25 eV/A
**LUMO level**: -1.89 eV

Structure (XYZ):
```
104
C41H34O28S, DFT ωB97M-V with the def2-TZVPD basis set
O -3.518 4.757 6.901
C -3.574 3.989 5.956
C -4.574 2.921 5.869
C -4.592 2.089 4.824
O -5.517 1.095 4.732
C -3.600 2.212 3.717
O -3.632 1.424 2.785
C -2.615 3.296 3.793
C -2.600 4.129 4.836
O -1.693 5.141 4.919
H -5.285 2.842 6.680
H -5.323 0.632 3.893
H -1.913 3.386 2.975
H -1.888 5.596 5.762
O 0.008 0.076 -0.976
C -0.822 0.440 -1.792
C -0.493 0.657 -3.203
C -1.426 1.072 -4.063
O -1.132 1.274 -5.377
C -2.826 1.331 -3.624
O -3.648 1.726 -4.433
C -3.161 1.090 -2.217
C -2.228 0.672 -1.359
O -2.524 0.440 -0.049
H 0.527 0.468 -3.509
H -1.968 1.572 -5.787
H -4.185 1.265 -1.914
H -1.685 0.149 0.360
O 1.319 8.518 4.176
C 1.898 7.544 4.624
C 1.279 6.215 4.674
C 1.940 5.176 5.188
O 1.380 3.935 5.238
C 3.321 5.325 5.731
O 3.888 4.357 6.210
C 3.949 6.648 5.660
C 3.289 7.687 5.142
O 3.860 8.921 5.067
H 0.277 6.120 4.279
H 2.055 3.362 5.653
H 4.957 6.739 6.041
H 3.183 9.495 4.658
O 6.812 6.276 3.698
C 6.761 5.513 2.749
C 5.763 4.443 2.653
C 5.751 3.616 1.605
O 4.829 2.620 1.502
C 6.745 3.746 0.502
O 6.716 2.961 -0.430
C 7.729 4.830 0.586
C 7.739 5.659 1.632
O 8.643 6.673 1.723
H 5.049 4.358 3.461
H 5.031 2.165 0.661
H 8.433 4.924 -0.230
H 8.445 7.123 2.567
O -2.319 -1.825 -3.584
C -1.687 -2.863 -3.698
C -0.991 -3.486 -2.569
C -0.295 -4.613 -2.737
O 0.354 -5.204 -1.698
C -0.198 -5.274 -4.071
O 0.462 -6.292 -4.192
C -0.914 -4.663 -5.195
C -1.612 -3.538 -5.025
O -2.285 -2.961 -6.059
H -1.067 -2.995 -1.608
H 0.781 -5.998 -2.076
H -0.850 -5.162 -6.153
H -2.706 -2.164 -5.683
O 4.881 -4.904 -8.431
C 4.871 -5.136 -7.235
C 6.093 -5.434 -6.481
C 6.038 -5.699 -5.174
O 7.165 -5.975 -4.460
C 4.742 -5.707 -4.437
O 4.728 -5.972 -3.247
C 3.523 -5.386 -5.185
C 3.578 -5.117 -6.491
O 2.455 -4.815 -7.199
H 7.026 -5.427 -7.028
H 6.860 -6.132 -3.545
H 2.593 -5.378 -4.636
H 2.758 -4.663 -8.116
O -5.254 -2.432 3.709
C -5.810 -2.302 2.583
O -6.175 -0.989 2.141
S -4.876 -0.306 1.231
O -6.001 -3.484 1.836
C -6.623 -3.217 0.537
C -6.623 -4.653 -0.235
C -5.139 -4.959 -0.786
C -4.131 -5.542 0.315
O -3.693 -6.912 0.005
H -5.415 -0.122 -0.059
H -6.039 -2.491 -0.119
H -7.724 -2.906 0.695
H -6.861 -5.422 0.597
H -7.436 -4.711 -1.035
H -5.246 -5.757 -1.617
H -4.723 -3.974 -1.202
H -4.617 -5.596 1.364
H -3.228 -4.831 0.434
H -3.522 -7.299 0.895
```

[3]
The following is a quantum chemistry calculation of a molecular structure, C41H35BGeMoN9O4S2, from the Open Molecules 2025 dataset.

Properties
**2S+1**: 3
**Molecular weight**: 961.3 g/mol
**Charge**: -1
**ΔE to the lowest compared entry with this formula, charge and spin**: 67.5 kJ/mol
**Maximum force**: 0.96 eV/A
**LUMO level (spin up / spin down)**: 2.42 / 2.42 eV

Structure (XYZ):
```
94
C41H35BGeMoN9O4S2, DFT ωB97M-V with the def2-TZVPD basis set
Mo -0.169 -0.225 0.459
C -0.698 -1.062 4.754
C -1.172 -0.669 3.499
N -0.217 -0.793 2.590
N 0.875 -1.268 3.217
C 0.608 -1.442 4.521
B 2.164 -1.569 2.421
N 1.823 -2.525 1.258
C 2.447 -3.649 0.875
C 2.005 -3.991 -0.385
C 1.088 -2.990 -0.714
N 0.975 -2.127 0.285
N 2.695 -0.284 1.757
C 3.799 0.438 1.988
C 3.855 1.460 1.061
C 2.713 1.280 0.276
N 2.032 0.226 0.699
H -1.234 -1.077 5.686
H -2.148 -0.315 3.209
H 1.363 -1.836 5.180
H 2.989 -2.054 3.147
H 3.160 -4.118 1.531
H 2.289 -4.840 -0.980
H 0.505 -2.854 -1.609
H 4.470 0.164 2.784
H 4.608 2.222 0.967
H 2.328 1.864 -0.544
C -3.169 0.289 -1.983
C -2.924 1.161 -0.807
N -1.907 1.116 0.041
C -2.026 2.201 0.861
C -3.137 2.914 0.537
N -3.696 2.232 -0.516
C -3.750 4.157 1.054
O -3.103 4.757 2.032
O -4.788 4.563 0.577
C -0.894 2.457 1.779
O -0.940 3.418 2.565
O 0.059 1.644 1.602
H -2.644 -0.651 -1.835
H -2.774 0.772 -2.880
H -4.237 0.108 -2.109
H -4.526 2.533 -1.000
H -2.249 4.270 2.269
S 0.284 0.117 -2.049
C 0.123 1.806 -2.335
N 0.039 2.759 -1.461
C -0.139 3.988 -2.069
C -0.280 5.194 -1.383
C -0.460 6.359 -2.105
C -0.497 6.340 -3.502
C -0.359 5.150 -4.196
C -0.185 3.977 -3.472
S -0.006 2.342 -4.024
H -0.248 5.193 -0.302
H -0.576 7.298 -1.580
H -0.638 7.264 -4.048
H -0.390 5.135 -5.277
C -1.684 -1.577 0.183
Ge -2.112 -3.424 0.067
C -1.506 -4.660 1.473
C -1.844 -6.015 1.452
C -1.462 -6.867 2.478
C -0.737 -6.376 3.556
C -0.410 -5.029 3.604
C -0.798 -4.182 2.572
C -1.663 -4.296 -1.652
C -0.929 -5.477 -1.756
C -0.599 -6.014 -2.994
C -0.998 -5.375 -4.160
C -1.729 -4.198 -4.079
C -2.055 -3.671 -2.837
C -4.087 -3.506 0.153
C -4.726 -2.860 1.215
C -6.108 -2.854 1.333
C -6.888 -3.499 0.381
C -6.274 -4.149 -0.678
C -4.887 -4.151 -0.786
H -2.668 -1.102 0.194
H -2.422 -6.413 0.624
H -1.735 -7.915 2.440
H -0.439 -7.039 4.358
H 0.141 -4.631 4.448
H -0.555 -3.131 2.622
H -0.586 -5.975 -0.857
H -0.022 -6.930 -3.049
H -0.734 -5.788 -5.126
H -2.036 -3.686 -4.982
H -2.615 -2.742 -2.788
H -4.129 -2.347 1.963
H -6.578 -2.346 2.166
H -7.968 -3.492 0.465
H -6.873 -4.655 -1.425
H -4.425 -4.667 -1.621
```

[4]
The following is a quantum chemistry calculation of a molecular structure, C41H35N8NaO2S3 at a distorted geometry, from the Open Molecules 2025 dataset.

Properties
**Molecular weight**: 791.0 g/mol
**Charge**: -2
**ΔE to the lowest compared entry with this formula, charge and spin**: 0.0 kJ/mol
**Maximum force**: 3.02 eV/A
**LUMO level**: 2.85 eV

Structure (XYZ):
```
90
C41H35N8NaO2S3, DFT ωB97M-V with the def2-TZVPD basis set
Na 8.437 -27.239 -10.235
N 8.912 -30.111 -5.499
C 8.196 -29.493 -6.469
S 7.604 -27.922 -6.014
N 7.969 -30.230 -7.532
N 7.456 -29.499 -8.592
C 6.356 -29.949 -9.020
C 5.636 -31.053 -8.332
C 5.279 -31.016 -7.000
C 4.548 -32.030 -6.432
C 4.226 -33.210 -7.094
C 4.629 -33.278 -8.432
C 5.301 -32.221 -9.002
C 5.705 -29.347 -10.186
C 4.334 -29.513 -10.424
C 3.780 -28.731 -11.426
C 4.532 -27.916 -12.228
C 5.885 -27.909 -11.997
N 6.466 -28.639 -11.046
H 9.130 -29.533 -4.722
H 9.526 -30.878 -5.762
H 5.548 -30.174 -6.369
H 4.276 -31.910 -5.403
H 3.629 -33.954 -6.541
H 4.400 -34.133 -9.085
H 5.533 -32.312 -10.062
H 3.697 -30.129 -9.786
H 2.703 -28.784 -11.545
H 4.142 -27.283 -12.997
H 6.543 -27.295 -12.585
S 8.865 -26.253 -13.302
C 10.064 -27.509 -13.647
C 10.123 -28.068 -14.959
C 10.918 -29.172 -15.274
C 11.803 -29.681 -14.342
C 11.873 -29.068 -13.073
C 11.012 -27.995 -12.660
S 11.185 -27.317 -11.046
H 9.486 -27.635 -15.737
H 10.825 -29.575 -16.246
H 12.441 -30.561 -14.521
H 12.539 -29.444 -12.346
C 2.100 -14.396 -10.913
O 1.539 -15.572 -10.405
C 2.325 -16.671 -10.320
C 3.648 -16.740 -10.791
C 4.348 -17.940 -10.737
C 3.761 -19.070 -10.230
C 2.410 -19.004 -9.713
C 1.732 -17.794 -9.749
C 4.534 -20.337 -10.115
N 5.782 -20.525 -10.487
C 6.056 -21.842 -10.228
C 4.929 -22.488 -9.713
N 4.002 -21.495 -9.554
C 4.914 -23.846 -9.382
C 3.809 -24.512 -8.815
C 3.876 -25.830 -8.506
C 5.118 -26.495 -8.729
N 6.144 -25.911 -9.267
C 6.070 -24.629 -9.656
C 7.260 -23.969 -10.221
N 8.356 -24.730 -10.413
C 9.438 -24.184 -10.911
C 9.512 -22.764 -11.189
C 8.438 -22.019 -10.937
C 7.273 -22.568 -10.463
H 1.270 -13.683 -10.903
H 2.461 -14.550 -11.920
H 2.961 -14.104 -10.300
H 4.078 -15.884 -11.304
H 5.343 -18.020 -11.123
H 1.919 -19.866 -9.319
H 0.697 -17.668 -9.361
H 3.045 -21.543 -9.205
H 2.877 -23.987 -8.629
H 3.068 -26.353 -8.003
H 5.256 -27.531 -8.349
H 10.294 -24.792 -10.984
H 10.440 -22.379 -11.554
H 8.366 -20.932 -11.140
C 8.161 -23.752 -6.680
C 9.427 -24.625 -6.867
O 9.227 -25.752 -7.681
H 8.476 -22.747 -6.301
H 7.523 -24.188 -5.920
H 7.621 -23.625 -7.590
H 9.800 -24.942 -5.859
H 10.250 -24.046 -7.338
H 8.745 -26.428 -7.201
```

[5]
The following is a quantum chemistry calculation of a molecular structure, C41H36AsCl2IN2OPReS at a distorted geometry, from the Open Molecules 2025 dataset.

Properties
**2S+1**: 2
**Molecular weight**: 1094.7 g/mol
**Charge**: +3
**ΔE to the lowest compared entry with this formula, charge and spin**: 172.8 kJ/mol
**Maximum force**: 3.73 eV/A
**LUMO level (spin up / spin down)**: -9.36 / -10.71 eV

Structure (XYZ):
```
87
C41H36AsCl2IN2OPReS, DFT ωB97M-V with the def2-TZVPD basis set
Re -1.946 1.898 -0.756
Cl -1.860 3.666 0.627
C -0.867 4.885 -0.077
C -0.772 6.128 0.522
C -0.009 7.112 -0.095
C 0.673 6.848 -1.273
C 0.597 5.587 -1.852
Cl 1.454 5.193 -3.285
C -0.205 4.589 -1.269
S -0.366 3.056 -2.093
H -1.293 6.337 1.442
H 0.051 8.092 0.351
H 1.257 7.623 -1.746
N -4.940 3.144 -2.572
C -5.113 2.560 -1.392
O -4.156 2.243 -0.674
C -6.518 2.251 -0.978
I -6.985 0.378 -1.979
H -4.008 3.328 -2.922
H -5.723 3.396 -3.153
H -7.228 3.006 -1.306
H -6.599 2.084 0.093
N -2.242 0.490 -2.060
C -2.437 -0.291 -2.901
C -2.646 -1.216 -3.911
C -1.612 -2.084 -4.316
C -1.850 -2.989 -5.327
C -3.091 -3.041 -5.952
C -4.112 -2.186 -5.553
C -3.906 -1.279 -4.537
H -0.650 -2.046 -3.826
H -1.071 -3.663 -5.646
H -3.264 -3.748 -6.748
H -5.068 -2.233 -6.047
H -4.702 -0.624 -4.218
C -0.112 0.983 2.046
C 0.529 -0.076 2.946
As 2.520 -0.167 2.832
C 2.857 -1.795 1.765
C 3.686 -1.773 0.656
C 3.940 -2.948 -0.035
C 3.380 -4.137 0.398
C 2.563 -4.153 1.515
C 2.297 -2.985 2.209
C 3.072 -0.851 4.568
C 2.211 -1.108 5.632
C 2.684 -1.800 6.732
C 4.026 -2.150 6.822
C 4.892 -1.874 5.772
C 4.424 -1.200 4.662
P -0.228 0.549 0.253
C 1.403 0.627 -0.533
C 1.554 0.007 -1.776
C 2.736 0.152 -2.479
C 3.764 0.926 -1.961
C 3.606 1.570 -0.744
C 2.425 1.433 -0.032
C -0.834 -1.157 0.318
C -0.073 -2.292 0.061
C -0.644 -3.542 0.242
C -1.951 -3.666 0.688
C -2.718 -2.532 0.922
C -2.163 -1.283 0.730
H 0.398 1.945 2.157
H -1.151 1.131 2.370
H 0.106 -1.064 2.742
H 0.283 0.203 3.974
H 4.141 -0.845 0.335
H 4.593 -2.930 -0.892
H 3.591 -5.055 -0.128
H 2.138 -5.079 1.870
H 1.667 -3.007 3.091
H 1.171 -0.813 5.601
H 2.003 -2.063 7.527
H 4.404 -2.606 7.725
H 5.929 -2.159 5.831
H 5.102 -0.943 3.854
H 0.736 -0.569 -2.188
H 2.854 -0.324 -3.441
H 4.686 1.033 -2.510
H 4.393 2.196 -0.356
H 2.293 1.982 0.894
H 0.951 -2.204 -0.273
H -0.059 -4.425 0.038
H -2.377 -4.644 0.848
H -3.739 -2.625 1.255
H -2.754 -0.384 0.899
```